[1]
DFT (ωB97M-V/def2-TZVPD) results for a molecular structure, C5H13N2O.

Net charge: -1

Structure (XYZ):
```
21
C5H13N2O | the Open Molecules 2025 dataset | ωB97M-V/def2-TZVPD
C 0.27065 -0.09419 -0.20542
N 1.12254 -1.25608 -0.58435
C 2.59922 -0.76790 -0.92202
O 2.84529 0.41303 -1.61846
C -1.17088 -0.54616 0.18274
C -0.89933 -1.97666 0.63704
N -1.58803 0.54937 1.14371
C -2.29362 1.52565 0.37830
H 0.63416 0.07688 0.84185
H 0.23861 0.85869 -0.77863
H 1.47500 3.08170 0.19671
H 3.09678 -1.73845 -1.15188
H 2.92899 -0.59338 0.11135
H 1.74818 2.34820 0.23661
H 0.38210 -1.99324 0.11908
H -1.32581 -2.66141 -0.04971
H -0.59042 -2.08178 1.61020
H -1.92524 -0.64245 -0.61350
H -1.83838 1.74788 -0.69407
H -2.30814 2.51345 0.94144
H -3.40167 1.23686 0.21900
```

Atom charges from the natural (NBO) analysis, given in e for atoms 1 to 4:
1. C -0.31
2. N -0.42
3. C 0.09
4. O -0.81

[2]
DFT (ωB97M-V/def2-TZVPD) results for a molecular structure, C5H13N2O.

Net charge: -1

Structure (XYZ):
```
21
C5H13N2O | the Open Molecules 2025 dataset | ωB97M-V/def2-TZVPD
C -0.95712 -0.74609 0.92814
N -1.70939 -1.77484 -0.01308
C -3.85599 -0.35764 -0.75870
O -4.45806 0.44208 0.02783
C 0.52410 -0.69926 0.76361
C 1.04586 0.40162 -0.13356
C 2.67193 0.68080 -0.22193
N 3.32780 2.15585 -0.52445
H -1.60343 0.11837 0.79352
H -1.17663 -1.09719 1.99690
H -1.24168 -1.74402 -0.91212
H -4.13872 -0.45815 -1.78370
H -2.91233 -0.94109 -0.19344
H 1.00186 -0.42657 1.84564
H 1.00534 -1.61924 0.44848
H 0.71715 0.08379 -1.13260
H 0.48370 1.37178 0.07791
H 3.03388 -0.19667 -0.77601
H 2.51730 1.44852 -1.22139
H 2.73190 2.79597 -0.00641
H 2.99253 0.56198 0.79535
```

Atom charges from the natural (NBO) analysis, given in e for atoms 1 to 4:
1. C -0.27
2. N -1.06
3. C 0.15
4. O -0.64

Relative energy (zero: lowest compared OMol25 entry of this formula, charge and spin) / eV: 9.6741; 7.2019
F_max / eV/A: 4.50; 5.79
LUMO / eV: 1.44; 3.54